Computed, not measured: a molecular structure, C30H48BF4LiO14, with ωB97M-V/def2-TZVPD.

XYZ file:
```
98
Properties=species:S:1:pos:R:3:lowdin_charge:R:1
Li -2.018 -1.408 -2.793 0.796
B 0.221 -0.203 -0.426 -1.302
F 0.175 -0.937 0.790 0.113
F 1.371 -0.446 -0.971 0.237
F -0.888 -0.598 -1.193 0.091
F 0.044 1.201 -0.137 0.095
C 4.885 -0.506 -1.944 -0.112
O 5.098 -1.830 -1.461 -0.058
H 5.635 0.146 -1.353 0.135
H 3.915 -0.206 -1.931 0.016
H 4.922 -0.398 -2.963 0.051
H 5.172 -1.793 -0.616 -0.074
C 2.158 -3.568 -1.700 -0.134
O 1.477 -4.341 -2.678 -0.143
H 3.010 -3.019 -2.325 0.128
H 2.665 -4.080 -0.899 0.057
H 1.349 -3.025 -1.144 0.078
H 2.098 -4.434 -3.413 0.089
C -2.665 1.835 -2.797 0.000
O -3.347 0.486 -2.533 -0.165
H -3.338 2.795 -2.652 0.149
H -2.132 1.730 -3.478 -0.056
H -2.040 2.095 -1.983 0.050
H -4.271 0.554 -2.269 0.074
C 4.159 -1.731 1.647 -0.193
O 3.956 -0.546 1.034 -0.133
H 3.771 -2.645 0.930 0.154
H 3.633 -1.729 2.477 0.010
H 5.086 -1.718 2.049 0.063
H 3.064 -0.584 0.418 0.159
C -0.664 -0.063 4.621 -0.096
O 0.253 -0.385 3.559 -0.087
H -0.483 0.338 5.513 0.037
H -1.298 -0.860 4.832 0.074
H -1.214 0.784 4.310 0.072
H 0.141 0.259 2.882 0.054
C -2.044 -4.032 -0.987 -0.091
O -1.321 -3.243 -1.980 -0.273
H -2.316 -4.928 -1.587 0.094
H -3.002 -3.355 -0.849 0.129
H -1.553 -4.297 -0.161 0.001
H -0.355 -3.679 -2.233 0.135
C -3.018 -0.043 2.192 0.007
C -4.147 0.634 2.533 -0.044
C -5.413 0.029 2.639 -0.325
C -5.414 -1.453 2.717 -0.019
C -4.282 -2.199 2.523 -0.051
C -3.067 -1.587 2.162 -0.288
O -2.042 -2.290 1.681 0.009
O -6.608 0.586 2.890 0.058
H -2.149 0.175 1.888 0.013
H -4.358 1.780 2.321 0.156
H -6.396 -1.873 2.967 0.112
H -4.495 -3.327 2.519 0.137
H -1.451 -1.409 1.509 0.142
H -6.595 1.164 3.578 0.054
C -1.255 4.815 -0.865 -0.048
C -1.863 6.029 -1.431 -0.013
C -2.391 6.948 -0.537 -0.326
C -2.515 6.629 0.834 -0.031
C -2.194 5.370 1.341 0.024
C -1.511 4.449 0.394 -0.335
O -1.236 3.213 0.863 0.044
O -2.779 8.149 -1.127 0.009
H -0.573 4.280 -1.601 0.112
H -1.631 6.213 -2.543 0.135
H -2.976 7.362 1.516 0.119
H -2.432 5.075 2.388 0.122
H -0.756 2.659 0.277 0.030
H -2.323 8.198 -1.980 0.092
C 0.973 -5.167 1.724 0.007
C 0.960 -3.960 2.476 -0.021
C 1.953 -3.731 3.382 -0.388
C 3.033 -4.696 3.532 0.022
C 3.093 -5.813 2.588 -0.063
C 2.063 -6.069 1.812 -0.404
O 1.994 -7.183 0.997 -0.009
O 1.933 -2.699 4.180 0.072
H 0.236 -5.010 0.771 0.146
H 0.088 -3.341 2.301 0.095
H 3.806 -4.689 4.363 0.125
H 4.110 -6.316 2.926 0.152
H 2.974 -7.511 0.914 0.153
H 1.569 -1.934 3.780 0.053
C 1.925 4.620 -2.708 -0.080
C 1.778 3.301 -2.266 -0.013
C 1.554 2.292 -3.304 -0.253
C 1.619 2.688 -4.644 -0.038
C 1.697 4.032 -5.038 0.015
C 1.966 4.967 -3.973 -0.347
O 1.989 6.299 -4.364 -0.057
O 1.238 0.901 -3.147 -0.065
H 1.776 5.233 -1.703 0.170
H 1.752 3.299 -1.220 0.084
H 1.556 1.741 -5.111 0.100
H 1.775 4.193 -6.098 0.103
H 1.638 6.854 -5.214 0.197
H 1.560 0.478 -2.195 0.124
```

Computed properties:
- Orbital gap: 7.00 eV
- E_HOMO: -0.280 Eh

=====

Computed, not measured: a molecular structure, C4H9CdO4, with ωB97M-V/def2-TZVPD.

XYZ file:
```
18
Properties=species:S:1:pos:R:3:nbo_charge:R:1
C -3.931 -0.444 0.667 -0.329
O -3.236 -1.227 -0.211 -0.270
H -4.751 0.114 0.193 0.179
H -4.319 -1.120 1.459 0.235
H -3.255 0.237 1.216 0.194
O 2.208 -2.894 -0.144 -0.954
O 0.654 0.195 -0.910 -0.978
C -0.511 0.121 -0.189 -0.086
C -0.766 -1.325 0.364 -0.102
O 0.588 -1.814 1.042 -0.718
C 1.181 -3.100 0.735 0.218
Cd 1.998 -0.990 -0.279 1.608
H -1.399 0.370 -0.800 0.171
H -0.516 0.797 0.690 0.134
H -0.857 -1.995 -0.507 0.213
H -1.297 -1.219 1.324 0.215
H 1.525 -3.515 1.703 0.139
H 0.384 -3.751 0.323 0.129
```

Computed properties:
- 2S+1: 2
- Orbital gap (spin up / spin down): 9.04 / 7.37 eV
- Energy above the lowest of the compared OMol25 structures with the same formula, charge and spin: 0.0 kJ/mol
- E_HOMO (spin up / spin down): -0.336 / -0.336 Eh

=====

Computed, not measured: C2ClF2N in the gas phase, with ωB97M-V/def2-TZVPD.

XYZ file:
```
6
Properties=species:S:1:pos:R:3:nbo_charge:R:1
N 2.039 -0.731 -0.043 -0.224
C 0.917 -0.462 -0.151 0.150
C -0.390 0.278 -0.019 0.603
F -0.707 1.169 -0.960 -0.277
F -0.467 0.888 1.174 -0.289
Cl -1.393 -1.141 -0.002 0.037
```

Computed properties:
- Structure (SMILES): N#CC(F)(F)Cl
- Orbital gap: 12.65 eV
- Energy above the lowest of the compared OMol25 structures with the same formula, charge and spin: 45.9 kJ/mol
- E_HOMO: -0.442 Eh

=====

Computed, not measured: C3H5N3 in the gas phase, with ωB97M-V/def2-TZVPD.

XYZ file:
```
11
Properties=species:S:1:pos:R:3:nbo_charge:R:1
H -3.146 0.110 -0.688 0.312
N -2.157 0.401 -0.683 -0.335
N -1.712 0.124 0.439 -0.135
C -0.308 0.544 0.562 -0.156
C 0.504 0.861 -0.645 -0.282
C 0.815 -0.228 -0.007 0.206
N 1.549 -1.367 0.165 -0.799
H -0.198 1.071 1.515 0.177
H 0.599 1.555 -1.459 0.235
H 1.615 -1.692 1.119 0.389
H 2.437 -1.380 -0.320 0.388
```

Computed properties:
- Structure (SMILES): [H]/N=N/[C@@H]1C=C1N
- Orbital gap: 9.45 eV
- Energy above the lowest of the compared OMol25 structures with the same formula, charge and spin: 368.1 kJ/mol
- E_HOMO: -0.311 Eh

=====

no.,energy (Ha)
1,-2656.866288
2,-626.283350
3,-790.848760
4,-281.449855